Record 1
ORCA calculation (ωB97M-V with the def2-TZVPD basis set) on one molecule with the formula C10H8F6N2O2S.

Last column: Löwdin charge in e.
Cartesian coordinates (Å):
N 2.13747 -3.00050 0.20978  0.0631
C 1.75338 -1.70550 -0.04267  -0.1824
C 1.97358 -0.52610 1.07841  -0.1735
N 2.35348 0.82587 0.52546  -0.1653
C 1.18341 1.75791 0.34629  -0.3024
F 1.42545 2.92500 -0.53380  0.0178
F 0.89384 2.33553 1.71289  -0.0136
C -0.21327 1.05921 -0.14837  -0.0428
C -0.59472 0.73286 -1.72972  0.0186
C -2.01039 0.00475 -2.21135  -0.0313
C -3.12676 -0.42138 -1.08921  0.0220
C -2.79616 -0.06952 0.51239  -0.0252
C -4.00741 -0.50129 1.57750  -0.2220
F -3.81584 0.05419 2.93871  0.0161
F -4.13219 -1.99219 1.55957  -0.0001
F -5.27671 0.02209 0.96810  -0.0118
C -1.38622 0.65165 0.96209  0.0630
S 3.40437 0.74258 -0.85970  0.9214
O 2.69607 0.58668 -2.22601  -0.3235
O 4.25713 2.06870 -0.94261  -0.3180
F 4.60426 -0.52692 -0.75868  -0.2189
H 2.53257 -3.01635 1.19667  0.0504
H 1.25535 -1.44395 -1.08931  0.1224
H 1.07186 -0.42040 1.84896  0.1494
H 2.89620 -0.88155 1.74791  0.1486
H 0.15028 1.00480 -2.61472  0.1046
H -2.17886 -0.20919 -3.37203  0.1056
H -4.11557 -0.95446 -1.44443  0.1127
H -1.24046 0.86405 2.11829  0.1152

Summary:
HOMO-LUMO gap   7.8 eV
E   -1642.7054 a.u.
Highest occupied orbital energy   -9.94 eV
SMILES string   [H]/N=C\CN(C(F)(F)c1cccc(C(F)(F)F)c1)S(=O)(=O)F



Record 2
ORCA calculation (ωB97M-V with the def2-TZVPD basis set) on C10H8F6NO10S2Tl as an isolated structure.

Last column: Löwdin charge in e.
Cartesian coordinates (Å):
Tl 5.34791 -1.44312 14.83536  1.1667
C 10.26589 0.34049 18.47213  0.2560
C 9.44935 -0.34389 17.50767  -0.3291
C 8.21570 0.38135 16.99279  -0.3208
O 7.30438 -0.26138 16.51314  -0.0191
C 8.11484 1.78692 17.30307  0.2266
C 9.07734 2.51360 18.07991  -0.3600
C 10.11800 1.74000 18.81365  -0.3449
O 10.75884 2.22540 19.70523  0.1826
O 9.01694 3.71169 18.16867  0.1683
O 9.72830 -1.44377 17.09346  0.1776
H 11.00514 -0.22166 19.03213  0.1546
H 7.25794 2.30501 16.88832  0.1473
C 4.76784 -5.75049 12.90770  -0.6766
F 4.16327 -5.81453 14.09264  0.1336
F 5.30424 -6.92534 12.61492  0.1531
F 3.86805 -5.44754 11.97996  0.1445
S 6.13405 -4.48850 12.98432  0.5437
O 6.51214 -4.41800 14.36971  -0.3417
O 7.15074 -4.95498 12.11350  -0.2495
N 5.39755 -3.06895 12.65261  -0.4225
S 5.85991 -2.64906 11.15165  0.5536
O 7.14693 -2.01735 11.12935  -0.2688
O 5.59073 -3.62485 10.14237  -0.2696
C 4.59463 -1.35622 10.78302  -0.6714
F 3.36019 -1.82116 10.96241  0.1408
F 4.75930 -0.29386 11.61767  0.0689
F 4.74775 -0.91336 9.54438  0.1570
C 3.86141 -0.53213 18.04942  -0.2023
C 3.44043 0.76215 17.41250  -0.2559
O 4.19526 0.96516 16.22767  -0.1461
O 3.52290 -1.58987 17.09542  -0.1834
H 3.37140 -0.72828 18.99838  0.1279
H 4.94672 -0.58684 18.14954  0.1112
H 3.49472 1.59771 18.12633  0.1268
H 2.35798 0.67672 17.23915  0.1276
H 3.81032 1.75406 15.83064  0.1015
H 2.81152 -2.10032 17.49216  0.0921

Summary:
HOMO-LUMO gap   4.3 eV
E   -2760.8661 a.u.
Highest occupied orbital energy   -9.68 eV



Record 3
ORCA calculation (ωB97M-V with the def2-TZVPD basis set) on one molecule with the formula C10H8N2.

Last column: Löwdin charge in e.
Cartesian coordinates (Å):
C -3.39030 -0.01941 -0.04909  -0.1134
C -2.69774 1.02778 0.32778  -0.1374
C -1.31112 1.09089 0.36657  -0.0415
C -0.58590 -0.04585 0.03733  -0.1855
C -1.25458 -1.20275 -0.37092  0.0239
C -2.65393 -1.13358 -0.34604  -0.0478
C 0.85978 -0.01185 -0.01325  -0.2822
C 2.86439 -1.12370 0.40699  -0.0420
C 3.53479 0.02823 -0.02330  -0.0166
C 2.79875 1.07823 -0.44485  -0.1479
H -4.46926 0.00356 -0.05167  0.1139
H -3.26586 2.17581 0.61662  0.1825
H -0.71037 1.99602 0.69520  0.1316
H -0.64229 -1.97083 -0.60775  0.0744
H -3.01903 -1.92473 -0.65831  0.0220
H 3.36684 -2.01498 0.82103  0.1171
H 4.38424 0.11357 0.09350  -0.0250
H 3.16079 2.03596 -0.70910  0.1118
N 1.49049 -1.16180 0.33612  0.1294
N 1.54031 1.05942 -0.42687  0.1328

Summary:
HOMO-LUMO gap   9.6 eV
E   -495.2504 a.u.
Highest occupied orbital energy   -9.10 eV
SMILES string   c1ccc(-c2ncccn2)cc1



Record 4
ORCA calculation (ωB97M-V with the def2-TZVPD basis set) on one molecule with the formula C10H8N2O2.

Last column: Löwdin charge in e.
Cartesian coordinates (Å):
C 0.45924 2.84374 0.80954  -0.4178
C 0.76705 2.19947 3.04132  -0.1140
C 0.23016 0.45242 1.53188  -0.0508
C 0.21489 1.38780 0.59351  -0.1645
C -0.17409 -0.09579 -1.15499  -0.3155
C -1.37991 -0.79559 -1.01546  -0.0388
C -1.59690 -2.02708 -1.57881  -0.0824
C -0.55621 -2.68600 -2.29681  -0.0902
C 0.65582 -2.06914 -2.25759  -0.0719
C 0.84884 -0.82039 -1.58855  -0.0094
H 0.87469 2.47886 4.03362  0.1004
H 0.48586 0.20964 3.56533  0.1840
H -0.02484 -0.64474 1.55024  0.1672
H -2.34414 -0.36987 -0.59528  0.1415
H -2.65924 -2.35853 -1.43535  0.1175
H -0.71510 -3.60419 -2.74760  0.0765
H 1.43796 -2.53237 -2.95815  0.1329
H 1.83160 -0.42604 -1.54014  0.1177
N 0.82980 3.17103 2.11825  0.1473
N 0.55514 0.87719 2.74773  0.0270
O 0.22023 3.63786 -0.08917  0.0829
O 0.03914 1.17173 -0.73353  0.0602

Summary:
HOMO-LUMO gap   8.9 eV
E   -645.7962 a.u.
Highest occupied orbital energy   -8.74 eV
SMILES string   O=c1nc[nH]cc1Oc1ccccc1



Record 5
ORCA calculation (ωB97M-V with the def2-TZVPD basis set) on one molecule with the formula C10H8N2OS.

Last column: Löwdin charge in e.
Cartesian coordinates (Å):
C 1.60806 -0.53650 -3.15124  -0.0665
C 0.86455 -0.94398 -2.07092  -0.0298
C 2.27519 0.69943 -3.18533  -0.0652
C -0.53932 -0.49017 2.38689  0.0079
C -2.68117 0.31661 2.03106  -0.0707
C 2.28183 1.44359 -2.03680  -0.1700
C -0.62814 -0.28814 1.03684  -0.2640
C -1.99941 0.34945 0.84538  -0.3972
C 0.91397 -0.10250 -0.93385  -0.3420
C -1.82190 -0.22846 3.12929  -0.1538
N 0.37844 -0.56682 0.22064  0.2037
N 1.66469 1.02905 -0.97081  0.1157
O -1.77954 0.75191 -1.82013  -0.5335
S -2.59711 1.07633 -0.63989  0.9705
H 1.55546 -1.29417 -3.96209  0.1161
H 0.38622 -1.83013 -2.17394  0.0743
H 2.89090 1.08506 -3.91362  0.0686
H 0.35704 -0.77815 2.98747  0.1377
H -3.66035 0.54204 2.18497  0.0762
H 2.77731 2.32387 -1.92657  0.0767
H -2.21658 -1.11410 3.43595  0.0865
H -1.50080 0.45855 3.99218  0.1587

Summary:
HOMO-LUMO gap (spin up / spin down)   7.0 / 6.8 eV
E   -968.6338 a.u.
Highest occupied orbital energy (spin up / spin down)   -8.24 / -8.05 eV



Record 6
ORCA calculation (ωB97M-V with the def2-TZVPD basis set) on one molecule with the formula C10H8N2S.

Last column: Löwdin charge in e.
Cartesian coordinates (Å):
C 2.97144 1.25223 0.27580  -0.2740
C -2.43897 1.37429 -0.21813  -0.1237
C -1.33910 2.28621 -0.23443  -0.0182
C -2.35276 0.04002 0.06039  -0.0504
C -0.00592 1.67513 -0.19490  0.0179
C -1.07787 -0.49209 0.19686  -0.1626
C 0.05133 0.29958 -0.03882  -0.2052
C 2.72903 -0.12063 0.07433  -0.6497
C -0.64010 -1.90729 0.44380  -0.0856
C 0.82721 -1.86531 -0.07083  -0.2309
N 3.38406 2.33593 0.38224  0.1992
N 1.18120 -0.51753 -0.18153  -0.0480
S 3.86842 -1.25679 -0.23185  0.7693
H -3.46340 1.67913 -0.37658  0.0942
H -1.72141 3.28146 -0.22247  0.0860
H -3.34195 -0.50326 -0.04379  0.1371
H 0.90835 2.25304 -0.25078  0.0740
H -0.71559 -2.33122 1.42249  0.1033
H -1.20334 -2.64858 -0.19254  0.1312
H 1.51601 -2.48066 0.51124  0.0909
H 0.86337 -2.35365 -1.11051  0.1453

Summary:
HOMO-LUMO gap (spin up / spin down)   6.8 / 6.7 eV
E   -893.4736 a.u.
Highest occupied orbital energy (spin up / spin down)   -8.23 / -8.23 eV
SMILES string   N#CC(=S)N1CCc2ccccc21



Record 7
ORCA calculation (ωB97M-V with the def2-TZVPD basis set) on C10H8N3RuS6 as an isolated structure.

Last column: Löwdin charge in e.
Cartesian coordinates (Å):
Ru 0.66525 -0.62051 -0.08515  0.6342
S -0.99009 -2.74655 0.43555  0.5051
C -1.94245 -1.34543 0.33245  -1.1920
N -1.34722 -0.19168 0.10267  -0.2610
C -2.20404 0.89902 -0.02085  -0.3093
C -1.84131 2.20838 -0.29828  -0.0165
C -2.85091 3.15200 -0.38655  -0.0763
C -4.19025 2.79856 -0.19366  -0.0883
C -4.54538 1.48881 0.08279  -0.0860
C -3.53537 0.53757 0.16140  -0.4612
S -3.65952 -1.17857 0.45743  1.0494
H -0.80029 2.47434 -0.43399  0.0868
H -2.59940 4.18075 -0.61006  0.1045
H -4.96101 3.55533 -0.25799  0.1027
H -5.58366 1.22080 0.23229  0.1090
S 0.89466 -0.11257 2.35752  -0.0031
S 2.31496 1.28078 2.05257  -0.1248
S 2.25003 1.76459 0.15292  -0.0274
S 0.59251 -0.38069 -2.20353  0.1042
N 3.35747 -1.58305 -1.18506  -0.0117
C 4.51453 -2.18186 -0.91093  -0.0670
C 4.44918 -2.62425 0.39787  -0.0368
C 3.21639 -2.17622 0.86312  -0.1419
N 2.55003 -1.55254 -0.11276  -0.1890
H 3.01757 -1.15166 -2.03400  0.0784
H 5.27601 -2.27429 -1.66732  0.1272
H 5.19837 -3.17281 0.93988  0.1031
H 2.75393 -2.26824 1.83165  0.0877

Summary:
<S²>   8.780
HOMO-LUMO gap (spin up / spin down)   7.8 / 5.9 eV
E   -3034.1573 a.u.
Highest occupied orbital energy (spin up / spin down)   -7.78 / -7.98 eV
2S+1   6



Record 8
ORCA calculation (ωB97M-V with the def2-TZVPD basis set) on C10H8NO2S as an isolated structure.

Last column: Löwdin charge in e.
Cartesian coordinates (Å):
C -0.94581 -2.32925 0.88389  -0.1716
C -0.25115 -1.73880 -0.17668  -0.1297
C -1.41239 -1.51364 1.89456  -0.1275
C -0.14066 -0.35730 -0.38933  -0.0433
C -1.28684 -0.13149 1.71271  -0.0748
C -0.68818 0.47510 0.61785  -0.3072
C -0.47959 1.82578 0.69651  -0.1178
C -2.16528 2.84264 0.67907  -0.6044
C -0.02705 3.79776 -0.70095  -0.8253
C 1.62380 2.19950 -0.50605  -0.0594
N 0.26170 2.59241 -0.25708  -0.1867
O -3.20214 2.57288 1.19245  -0.0313
O 0.72479 4.58903 -1.23165  -0.0668
S -1.73481 4.23083 -0.33592  0.9882
H -1.06936 -3.44672 0.98714  0.0935
H 0.34464 -2.42829 -0.81222  0.0931
H -1.64346 -1.98716 2.85077  0.0908
H 0.45192 -0.09331 -1.18615  0.0510
H -1.47762 0.51691 2.59949  0.1185
H 2.23444 3.21441 -0.66011  0.1196
H 1.94581 1.69851 0.46088  0.1099
H 1.61422 1.62969 -1.45200  0.0812

Summary:
Net charge   -1
HOMO-LUMO gap   5.9 eV
E   -989.2479 a.u.
Highest occupied orbital energy   -2.47 eV



Record 9
ORCA calculation (ωB97M-V with the def2-TZVPD basis set) on a 2-piece molecular cluster, C10H8O overall.

Last column: Löwdin charge in e.
Cartesian coordinates (Å):
C 2.46209 -1.42982 1.38688  0.1202
C 3.14240 -0.71636 0.72249  -0.1500
C -2.73154 -0.66609 0.14596  -0.1221
C -2.40299 -0.42627 -1.12315  -0.0609
C -1.86555 -0.35483 1.22779  -0.0789
C -1.12237 0.20917 -1.62034  -0.0973
C -0.62020 0.25235 0.93989  0.0571
C -0.21386 0.67769 -0.47865  -0.3674
C 3.90058 1.59977 -0.21876  0.1381
C 3.58414 0.53034 0.29631  -0.1475
O 0.83683 1.29748 -0.67134  0.0415
H 1.89276 -2.23035 1.77159  0.0344
H -3.65929 -1.23870 0.34503  0.1189
H -3.14056 -0.66883 -1.89497  0.1084
H -2.23587 -0.80400 2.09309  0.0735
H -1.35115 1.16238 -2.10423  0.1243
H 0.10491 0.50340 1.70788  0.1040
H -0.48907 -0.29902 -2.29439  0.1064
H 3.90876 2.60169 -0.23105  -0.0027

Summary:
<S²>   2.022
HOMO-LUMO gap (spin up / spin down)   7.4 / 6.9 eV
E   -460.7897 a.u.
Highest occupied orbital energy (spin up / spin down)   -6.58 / -9.36 eV
2S+1   3



Record 10
ORCA calculation (ωB97M-V with the def2-TZVPD basis set) on one molecule with the formula C10H8O4S.

Last column: Löwdin charge in e.
Cartesian coordinates (Å):
C 3.01457 -1.53874 -0.00610  -0.0736
C 2.29440 -2.72424 0.08109  -0.0699
C 2.35018 -0.33317 -0.06943  -0.0074
C 0.91552 -2.69502 0.09597  0.0100
C 0.95470 -0.27521 -0.04628  -0.0720
C 0.23955 -1.47793 0.02912  -0.1742
C 0.28540 1.02355 -0.07711  -0.2513
C -1.04865 1.11982 -0.05856  -0.0238
C -1.89420 -0.48838 -0.00887  -0.3908
C -1.95227 2.29668 -0.07163  -0.2399
O -4.06570 -1.85690 0.00307  -0.5891
O -1.12187 -1.55649 0.04514  0.0353
O 1.09943 2.09890 -0.11294  0.0830
O -1.21796 3.46505 0.27341  -0.0577
S -3.55036 -0.48009 -0.05084  0.9259
H 4.09415 -1.55975 -0.02186  0.1048
H 2.81090 -3.67063 0.13658  0.1069
H 2.89192 0.59650 -0.13465  0.1172
H 0.33428 -3.60076 0.16075  0.1250
H -2.77416 2.12839 0.63889  0.1064
H -2.39763 2.41254 -1.07398  0.1333
H 0.54913 2.89590 -0.03883  0.0964
H -1.81134 4.21995 0.30709  0.1056

Summary:
HOMO-LUMO gap   8.2 eV
E   -1084.9244 a.u.
Highest occupied orbital energy   -7.92 eV